[1]
A molecular structure, C23H43ErN2OP3S in a non-equilibrium geometry. Source: the Open Molecules 2025 dataset; level of theory: ωB97M-V/def2-TZVPD.

As for the gap between HOMO and LUMO (spin up / spin down): 7.04 / 7.10 eV. For the relative energy (zero: lowest compared OMol25 entry of this formula, charge and spin), the calculation gives 45.4 kJ/mol. The calculation puts the HOMO energy (spin up / spin down) at -16.9 / -16.9 eV. Its calculated total energy is -3523.2917 a.u. Its expectation value of S² is 3.753.

Structure (ORCA input):
```
! wB97M-V def2-TZVPD RIJCOSX def2/J DEFGRID3
* xyz 3 4
Er -0.133 -0.114 -0.336
P -1.811 1.798 0.205
P -1.883 -1.750 1.544
P 1.934 1.597 -0.985
H -1.196 -3.806 -0.999
C -0.197 -3.752 -1.427
C 0.821 -3.447 -0.615
H 0.648 -3.422 0.460
C -3.124 2.010 -1.025
C -2.762 1.893 1.752
C -1.119 3.479 0.361
C -1.946 -3.513 2.028
C -1.929 -1.111 3.264
C -3.614 -1.552 0.963
C 3.577 0.932 -1.499
C 2.472 2.720 0.370
C 1.612 2.729 -2.403
H -0.183 -3.793 -2.522
H 1.743 -2.964 -0.941
H -3.700 2.893 -0.729
H -3.777 1.130 -1.040
H -2.692 2.159 -2.021
H -3.499 2.688 1.596
H -2.095 2.183 2.579
H -3.276 0.964 2.005
H -1.959 4.165 0.208
H -0.337 3.690 -0.373
H -0.733 3.611 1.378
H -2.998 -3.832 2.099
H -1.473 -3.639 3.012
H -1.420 -4.126 1.289
H -2.899 -1.323 3.733
H -1.735 -0.036 3.278
H -1.134 -1.600 3.839
H -4.255 -2.247 1.522
H -3.629 -1.830 -0.099
H -3.983 -0.527 1.060
H 4.023 1.594 -2.262
H 3.441 -0.075 -1.927
H 4.251 0.906 -0.627
H 3.073 3.551 -0.033
H 3.084 2.118 1.062
H 1.579 3.123 0.875
H 2.556 3.209 -2.689
H 0.857 3.493 -2.175
H 1.252 2.078 -3.213
C 0.991 -1.190 -4.200
C 0.500 -0.448 -5.292
C 0.686 -0.911 -6.607
C 1.406 -2.092 -6.825
C 1.960 -2.804 -5.743
C 1.794 -2.339 -4.446
S 0.572 -0.737 -2.603
H -0.564 0.161 -2.510
H -0.076 0.450 -5.063
H 0.218 -0.371 -7.439
H 1.514 -2.467 -7.841
H 2.504 -3.736 -5.914
H 2.199 -2.878 -3.583
N 0.547 2.167 5.777
C 0.167 1.987 4.487
O -0.643 2.744 3.942
C 0.743 0.814 3.765
C 1.309 -0.300 4.395
C 1.722 -1.387 3.610
C 1.626 -1.312 2.213
N 1.106 -0.206 1.598
C 0.730 0.857 2.368
H 0.177 2.965 6.267
H 1.375 1.735 6.143
H 1.468 -0.324 5.477
H 2.115 -2.308 4.076
H 1.949 -2.123 1.545
H 0.472 1.797 1.857
*
```



[2]
C14H23FO7 in the gas phase. Source: the Open Molecules 2025 dataset; level of theory: ωB97M-V/def2-TZVPD.

As for the gap between HOMO and LUMO: 10.77 eV. For the relative energy (zero: lowest compared OMol25 entry of this formula, charge and spin), the calculation gives 0.0 kJ/mol. The calculation puts the HOMO energy at -10.3 eV. Its calculated total energy is -1173.8211 a.u.

Structure (ORCA input):
```
! wB97M-V def2-TZVPD RIJCOSX def2/J DEFGRID3
* xyz 0 1
C 5.221 -1.521 0.846
C 5.257 -0.315 -0.074
O 4.023 -0.140 -0.781
C 3.172 0.770 -0.265
O 3.221 1.142 0.886
C 2.140 1.225 -1.264
C 0.791 0.497 -1.060
C -0.456 1.368 -1.325
C -1.396 1.475 -0.138
C -0.731 2.037 1.137
C -1.584 2.982 1.969
F 0.431 2.723 0.763
O -2.545 2.261 -0.532
C -3.647 1.729 0.029
O -4.758 2.145 -0.085
O -3.305 0.618 0.769
C -2.111 0.146 0.179
O -2.379 -0.532 -1.009
C -3.264 -1.642 -0.897
C -2.739 -2.824 -0.097
C -1.307 -3.216 -0.503
O -2.888 -2.605 1.303
H 4.351 -1.466 1.499
H 5.209 -2.450 0.277
H 6.103 -1.519 1.490
H 6.022 -0.457 -0.840
H 5.516 0.582 0.487
H 2.519 1.002 -2.261
H 2.018 2.301 -1.163
H 0.761 -0.367 -1.724
H 0.780 0.107 -0.039
H -0.168 2.372 -1.640
H -1.024 0.937 -2.146
H -0.423 1.196 1.765
H -0.925 3.492 2.666
H -2.081 3.703 1.322
H -2.348 2.420 2.506
H -1.535 -0.490 0.849
H -3.414 -1.991 -1.921
H -4.241 -1.338 -0.513
H -3.398 -3.660 -0.359
H -0.934 -2.573 -1.301
H -0.609 -3.131 0.331
H -1.279 -4.238 -0.878
H -2.047 -2.756 1.744
*
```



[3]
A molecular structure, C18H20ClN6O2PdSSe in a non-equilibrium geometry. Source: the Open Molecules 2025 dataset; level of theory: ωB97M-V/def2-TZVPD.

As for the gap between HOMO and LUMO (spin up / spin down): 7.37 / 7.37 eV. For the relative energy (zero: lowest compared OMol25 entry of this formula, charge and spin), the calculation gives 65.7 kJ/mol. The calculation puts the HOMO energy (spin up / spin down) at -10.6 / -10.6 eV. Its calculated total energy is -4564.4805 a.u.

Structure (ORCA input):
```
! wB97M-V def2-TZVPD RIJCOSX def2/J DEFGRID3
* xyz 1 1
Pd -0.355 -0.439 1.008
C -2.965 -4.008 -0.740
C -2.144 -2.807 -0.377
N -1.882 -2.372 0.776
N -2.277 -2.929 1.936
C -1.794 -2.395 3.095
N -2.194 -3.039 4.197
S -0.767 -1.055 3.257
C -1.476 -1.997 -1.473
C -1.677 -2.344 -2.797
C -1.000 -1.660 -3.799
C -0.128 -0.652 -3.446
C 0.010 -0.346 -2.100
N -0.655 -0.983 -1.140
H -3.369 -4.526 0.129
H -2.362 -4.726 -1.297
H -3.811 -3.725 -1.367
H -2.857 -3.756 1.962
H -2.789 -3.849 4.169
H -1.884 -2.704 5.093
H -2.349 -3.149 -3.055
H -1.144 -1.934 -4.836
H 0.448 -0.113 -4.185
H 0.701 0.419 -1.766
Cl 4.119 -1.335 -1.172
C 3.441 -1.885 0.384
C 2.132 -1.190 0.673
O 1.112 -1.945 0.941
O 2.033 0.041 0.652
H 4.159 -1.640 1.162
H 3.305 -2.958 0.325
C 0.425 2.592 2.593
N 0.216 2.825 1.170
C -0.759 2.321 0.404
Se -2.166 1.193 0.939
N -0.541 2.742 -0.853
C 0.618 3.515 -0.919
C 1.268 4.148 -1.970
C 2.433 4.820 -1.655
C 2.930 4.855 -0.341
C 2.277 4.222 0.698
C 1.105 3.552 0.374
H -0.430 2.047 2.979
H 0.508 3.551 3.101
H 1.334 2.008 2.723
H -1.173 2.521 -1.604
H 0.884 4.122 -2.981
H 2.979 5.330 -2.438
H 3.849 5.390 -0.139
H 2.663 4.245 1.708
*
```



[4]
A molecular structure, C16H27BBr27IN6O3P in a non-equilibrium geometry. Source: the Open Molecules 2025 dataset; level of theory: ωB97M-V/def2-TZVPD.

As for the gap between HOMO and LUMO: 8.82 eV. For the relative energy (zero: lowest compared OMol25 entry of this formula, charge and spin), the calculation gives 0.0 kJ/mol. The calculation puts the HOMO energy at -11.3 eV. Its calculated total energy is -71342.2272 a.u.

Structure (ORCA input):
```
! wB97M-V def2-TZVPD RIJCOSX def2/J DEFGRID3
* xyz 1 1
C 0.438 -0.369 3.034
C -0.424 0.209 1.916
I -2.519 -0.170 2.199
C 0.114 -0.204 0.504
N -0.899 -0.496 -0.471
C -1.552 -1.598 -0.892
N -1.401 -2.845 -0.458
B -0.526 -3.452 0.602
O 0.585 -4.168 0.154
N -0.806 -3.335 1.980
C -2.124 -3.907 2.331
C 0.225 -3.942 2.850
N -2.435 -1.316 -1.882
C -2.346 -0.025 -2.061
N -1.434 0.531 -1.242
P -1.161 2.214 -1.290
N -2.113 2.852 -2.317
O -1.438 2.722 0.172
O 0.387 2.465 -1.613
H 1.245 0.342 3.197
H -0.108 -0.399 3.968
H 0.875 -1.325 2.780
H -0.326 1.282 1.983
H 0.821 -1.018 0.628
H 0.723 0.634 0.175
H -1.991 -3.498 -0.957
H 0.266 -5.003 -0.222
H -2.035 -4.980 2.502
H -2.531 -3.457 3.233
H -2.839 -3.753 1.528
H 1.224 -3.621 2.589
H -0.019 -3.686 3.876
H 0.190 -5.026 2.748
H -2.953 0.497 -2.775
H -1.586 3.325 -3.042
H -1.277 3.691 0.160
H 0.581 3.367 -1.295
C 0.450 7.053 0.067
Br -0.753 5.746 -0.709
Br 2.161 6.268 0.438
Br 0.591 8.614 -1.036
H 0.013 7.353 1.008
C -3.891 -7.771 2.732
Br -2.631 -8.590 1.534
Br -3.021 -7.016 4.275
Br -4.995 -6.477 1.818
H -4.548 -8.550 3.091
C -2.878 9.635 -3.179
Br -2.662 7.719 -3.159
Br -1.263 10.529 -3.725
Br -4.383 10.167 -4.249
H -3.083 9.941 -2.164
C 3.384 2.154 3.011
Br 4.246 3.630 3.885
Br 2.194 2.750 1.612
Br 4.655 0.877 2.341
H 2.774 1.655 3.750
C 3.148 4.544 -4.728
Br 4.325 4.042 -6.166
Br 4.116 4.820 -3.085
Br 2.063 6.071 -5.170
H 2.477 3.715 -4.567
C 6.745 -0.062 -1.239
Br 7.830 -0.595 -2.735
Br 7.819 0.272 0.325
Br 5.638 1.457 -1.675
H 6.087 -0.888 -1.012
C -1.339 -12.946 1.679
Br -2.036 -12.549 -0.071
Br 0.404 -12.174 1.941
Br -2.563 -12.413 3.064
H -1.228 -14.019 1.744
C 5.109 7.001 -8.614
Br 6.467 8.125 -7.842
Br 3.352 7.750 -8.382
Br 5.475 6.603 -10.461
H 5.127 6.066 -8.076
C -5.363 -2.574 5.862
Br -4.543 -3.262 7.460
Br -4.443 -1.013 5.204
Br -5.488 -3.921 4.493
H -6.367 -2.273 6.119
*
```



[5]
CF3NO3S in the gas phase in a non-equilibrium geometry. Source: the Open Molecules 2025 dataset; level of theory: ωB97M-V/def2-TZVPD.

As for the gap between HOMO and LUMO: 9.09 eV. For the relative energy (zero: lowest compared OMol25 entry of this formula, charge and spin), the calculation gives 46.9 kJ/mol. The calculation puts the HOMO energy at -10.3 eV. Its calculated total energy is -1016.2040 a.u.

Structure (ORCA input):
```
! wB97M-V def2-TZVPD RIJCOSX def2/J DEFGRID3
* xyz 0 1
C 0.661 1.091 -0.258
N -1.224 -1.119 0.599
O -1.865 -0.172 0.943
O -0.986 -2.218 0.982
O 1.065 -1.623 -0.700
F 1.590 1.516 -1.070
F -0.391 1.808 -0.519
F 1.066 1.344 1.029
S 0.084 -0.628 -1.005
*
```



[6]
A molecular structure, C10H41B2HgO6 in a non-equilibrium geometry. Source: the Open Molecules 2025 dataset; level of theory: ωB97M-V/def2-TZVPD.

As for the gap between HOMO and LUMO (spin up / spin down): 6.23 / 3.78 eV. For the relative energy (zero: lowest compared OMol25 entry of this formula, charge and spin), the calculation gives 0.0 kJ/mol. The calculation puts the HOMO energy (spin up / spin down) at -15.0 / -14.9 eV. Its calculated total energy is -1059.0430 a.u. Its expectation value of S² is 0.755.

Structure (ORCA input):
```
! wB97M-V def2-TZVPD RIJCOSX def2/J DEFGRID3
* xyz 2 2
Hg -0.903 1.286 -3.499
O 0.985 -2.361 -3.107
H 1.611 -1.672 -3.339
H 1.256 -3.218 -3.445
H 0.122 -2.073 -3.413
O 0.790 3.973 -1.027
H 0.529 3.062 -0.874
H 0.577 4.125 -1.951
H 0.268 4.559 -0.473
B -1.339 -1.073 -3.998
H -1.455 -0.868 -2.945
H -1.451 -2.135 -4.158
H -2.052 -0.458 -4.524
H -0.381 -0.730 -4.358
B -0.100 3.546 -3.574
H -0.927 3.253 -2.945
H 0.757 2.960 -3.279
H -0.397 3.270 -4.574
H 0.219 4.576 -3.554
C 0.516 0.188 -0.665
O -0.082 1.280 -1.331
H 0.230 -0.780 -1.077
H 1.554 0.175 -0.998
H 0.403 0.133 0.418
C -0.988 0.217 4.247
C -2.220 0.230 3.352
C -2.366 1.594 2.627
O -1.880 -0.691 2.328
H -0.648 -0.722 4.684
H -0.948 1.018 4.986
H -0.131 0.378 3.593
H -3.129 0.023 3.916
H -1.491 1.777 2.004
H -2.373 2.492 3.245
H -3.207 1.546 1.935
H -1.064 -0.463 1.876
C -1.718 -5.356 -0.494
C -1.322 -3.872 -0.800
C -2.192 -2.733 -0.263
O 0.004 -3.629 -0.475
H -2.035 -5.506 0.538
H -0.818 -5.965 -0.578
H -2.447 -5.810 -1.165
H -1.312 -3.902 -1.890
H -1.822 -1.709 -0.313
H -2.127 -2.952 0.802
H -3.255 -2.825 -0.490
H 0.275 -2.833 -0.011
C 2.809 0.900 3.569
C 3.200 2.002 2.611
C 4.031 1.661 1.387
O 2.042 2.710 2.136
H 1.967 0.321 3.190
H 2.541 1.342 4.529
H 3.606 0.178 3.746
H 3.821 2.619 3.259
H 3.517 0.993 0.696
H 4.906 1.120 1.748
H 4.359 2.530 0.817
H 1.683 2.296 1.347
*
```



[7]
A molecular structure, C7H11I2NO3 in a non-equilibrium geometry. Source: the Open Molecules 2025 dataset; level of theory: ωB97M-V/def2-TZVPD.

As for the gap between HOMO and LUMO: 8.74 eV. For the relative energy (zero: lowest compared OMol25 entry of this formula, charge and spin), the calculation gives 284.0 kJ/mol. The calculation puts the HOMO energy at -9.5 eV. Its calculated total energy is -1149.0386 a.u.

Structure (ORCA input):
```
! wB97M-V def2-TZVPD RIJCOSX def2/J DEFGRID3
* xyz 0 1
C 2.141 0.798 -0.930
C 1.391 -2.843 -1.195
C 1.438 1.980 -0.545
C 0.377 1.541 0.570
C -0.728 0.831 -0.112
C -2.015 0.460 0.671
C -1.882 -0.885 1.288
N 2.834 0.145 -1.582
O 0.875 -2.312 -0.297
O 3.410 -0.791 -2.053
O -2.965 -1.044 2.233
I 3.122 -3.977 -0.752
I 0.732 -2.524 -3.215
H 0.871 2.291 -1.410
H 2.195 2.735 -0.239
H 0.727 1.137 1.423
H -0.155 2.420 0.970
H -1.022 1.535 -0.927
H -0.295 -0.089 -0.641
H -2.189 1.183 1.470
H -2.897 0.319 -0.055
H -1.040 -0.998 1.975
H -1.858 -1.729 0.659
H -3.068 -0.184 2.694
*
```



[8]
A molecular structure, C32H59AlBBeBr5FN2O12PSi in a non-equilibrium geometry. Source: the Open Molecules 2025 dataset; level of theory: ωB97M-V/def2-TZVPD.

As for the gap between HOMO and LUMO: 1.69 eV. The calculation puts the HOMO energy at -7.5 eV. Its calculated total energy is -16149.2008 a.u.

Structure (ORCA input):
```
! wB97M-V def2-TZVPD RIJCOSX def2/J DEFGRID3
* xyz 0 1
C 0.161 -0.824 2.977
B 0.762 0.653 3.151
O 1.764 0.959 4.079
P -0.049 1.978 1.951
C -0.079 1.085 0.294
C 1.390 0.541 0.006
C 1.737 0.485 -1.536
C 0.630 -0.159 -2.444
C 0.651 -1.736 -2.593
C 1.645 -2.528 -1.661
C 0.980 -2.927 -0.271
C 0.695 -4.484 -0.149
Si -1.142 -4.902 0.223
C -1.383 -6.816 0.320
C -1.680 -4.242 1.943
C -2.319 -4.335 -1.186
C -1.896 -4.435 -2.583
C -2.818 -3.988 -3.617
C -4.148 -3.468 -3.261
C -4.553 -3.388 -1.869
C -3.643 -3.837 -0.811
O -1.586 2.186 2.585
C -2.474 2.889 1.687
C -3.340 1.787 0.899
C -4.691 1.445 1.669
C -3.583 2.364 -0.545
C -4.024 1.303 -1.621
C -3.623 1.863 -3.068
C -3.335 -0.109 -1.475
H -0.872 -0.804 2.527
H 0.857 -1.443 2.325
H 0.076 -1.284 3.997
H 2.627 0.970 3.622
H -0.732 0.179 0.420
H -0.451 1.808 -0.472
H 2.089 1.323 0.442
H 1.629 -0.403 0.563
H 2.763 0.061 -1.708
H 1.819 1.566 -1.860
H 0.786 0.263 -3.480
H -0.418 0.138 -2.168
H -0.384 -2.112 -2.342
H 0.833 -2.096 -3.646
H 2.657 -2.071 -1.537
H 1.824 -3.523 -2.167
H 1.709 -2.685 0.574
H 0.026 -2.368 -0.071
H 0.955 -5.070 -1.069
H 1.270 -4.967 0.696
H -0.791 -7.301 -0.494
H -1.182 -7.217 1.343
H -2.477 -6.977 0.097
H -2.782 -4.396 2.044
H -1.367 -3.172 2.015
H -1.175 -4.892 2.712
H -0.902 -4.837 -2.888
H -2.578 -4.030 -4.709
H -4.887 -3.144 -4.032
H -5.545 -2.998 -1.528
H -3.916 -3.813 0.268
H -3.234 3.504 2.247
H -1.936 3.529 0.940
H -2.726 0.855 0.930
H -4.519 0.480 2.230
H -4.924 2.206 2.459
H -5.547 1.245 0.979
H -4.446 3.114 -0.442
H -2.716 2.951 -0.947
H -5.135 1.125 -1.654
H -2.670 2.457 -3.016
H -3.492 1.027 -3.803
H -4.465 2.506 -3.454
H -3.866 -0.805 -0.770
H -2.306 0.033 -1.063
H -3.325 -0.639 -2.466
Be -5.404 4.668 -0.826
N 4.730 2.267 1.315
O 5.515 1.762 0.547
O 4.500 3.481 1.301
O 4.114 1.526 2.187
C 2.454 0.034 7.780
O 3.525 0.160 6.855
H 2.797 -0.554 8.630
H 2.143 1.022 8.128
H 1.611 -0.475 7.306
H 3.199 0.682 6.113
C 9.043 1.196 0.377
Br 9.010 2.026 2.126
Br 8.492 2.424 -1.011
Br 10.762 0.407 -0.015
H 8.317 0.388 0.395
C 5.546 -2.313 -0.841
O 5.186 -3.397 -1.344
O 6.888 -2.105 -0.939
O 4.861 -1.437 -0.283
H 7.038 -2.956 -1.397
Br -7.811 8.410 3.109
C -8.289 6.522 3.108
C -7.064 5.647 3.166
Br -6.163 5.564 1.422
H -8.899 6.350 2.223
H -8.901 6.384 3.999
H -7.341 4.617 3.393
H -6.327 5.988 3.890
Al 4.754 2.262 3.885
F 2.674 -1.868 2.018
C 5.392 3.530 -3.300
C 4.742 2.326 -3.867
N 4.231 1.388 -4.292
H 5.666 4.215 -4.102
H 4.706 4.035 -2.620
H 6.289 3.245 -2.752
C 5.406 1.708 -7.620
O 4.349 1.179 -7.933
O 5.516 2.837 -7.104
O 6.536 1.198 -7.766
*
```